No. 1
DFT (ωB97M-V/def2-TZVPD) results for a structure of composition C13H15Br24ClF3O5PS.

Summary:
energy = -1745779.003 eV
LUMO energy = -0.516 eV
F_max = 0.0375 Eh/bohr
orbital gap = 9.5915 eV
charge = 0

Element x y z (Å)
O  -0.01273  -0.03999  -2.01241
S  1.14068  -0.67614  -1.49439
O  1.90039  -1.43574  -2.42406
O  0.85196  -1.45153  -0.17444
C  2.10777  -1.55140  0.61806
C  2.80928  -2.83944  0.14841
C  2.86479  -3.89772  1.26087
C  3.67139  -5.10399  0.80584
F  3.05628  -6.26834  1.13528
F  4.88986  -5.13331  1.39634
F  3.88695  -5.14354  -0.52337
C  2.86363  -0.28930  0.15227
P  3.51918  0.90040  1.40140
O  2.20573  1.12854  2.31121
Cl  4.68013  -0.48765  2.41841
O  2.05002  0.43159  -0.78779
H  1.78344  -1.56055  1.65328
H  3.81477  -2.61468  -0.18779
H  2.25781  -3.25308  -0.68194
H  1.85406  -4.21234  1.48304
H  3.39514  -3.50082  2.11909
H  3.77075  -0.53590  -0.39929
H  2.21286  2.04355  2.61869
C  -2.23638  2.21379  -3.12576
Br  -2.17670  3.96828  -3.90995
Br  -2.60799  2.30031  -1.23937
Br  -3.47647  1.06906  -4.05274
H  -1.25479  1.77463  -3.23176
C  2.92016  3.72259  5.35573
Br  3.51929  1.91244  5.61088
Br  4.29053  4.82851  4.58877
Br  1.29976  3.79279  4.30860
H  2.68456  4.12354  6.32995
C  -1.29560  -2.27619  2.95717
Br  0.39481  -1.61937  3.62017
Br  -2.24455  -0.91578  1.98990
Br  -1.08113  -3.87318  1.90471
H  -1.89110  -2.53917  3.81802
C  4.16765  -9.59216  0.58548
Br  5.19543  -10.23482  2.07949
Br  5.15944  -9.69916  -1.05880
Br  2.47223  -10.49339  0.45144
H  3.95985  -8.54831  0.76599
C  -6.06435  3.49237  -1.76020
Br  -5.95653  5.22533  -2.59248
Br  -6.40116  3.62571  0.12828
Br  -7.34521  2.35680  -2.63225
H  -5.09723  3.02460  -1.87570
C  -8.77626  4.96438  -5.64273
Br  -9.12065  6.85825  -5.64233
Br  -10.40296  3.94834  -5.80525
Br  -7.49313  4.47448  -6.99242
H  -8.34074  4.71889  -4.68406
C  4.99804  8.48749  2.04618
Br  6.10012  7.59227  3.34773
Br  6.01019  8.98967  0.49147
Br  3.45443  7.43734  1.58384
H  4.64111  9.39700  2.50439
C  -5.82227  -1.81216  -2.29286
Br  -5.30509  -0.48900  -0.99509
Br  -6.08013  -3.53225  -1.47082
Br  -7.36534  -1.26945  -3.30762
H  -5.00600  -1.91309  -2.99273

Atoms 1-2, force components in eV/Å:
-0.48 0.15 0.57
-0.32 0.96 -1.11

Atom charges from the Mulliken analysis, given in e for atoms 1 to 2: atom 1 (O): -0.43, atom 2 (S): 1.00

=====

No. 2
DFT (ωB97M-V/def2-TZVPD) results for a structure of composition C13H15Cl4N3.

Summary:
energy = -68273.913 eV
LUMO energy = 0.491 eV
F_max = 0.1796 Eh/bohr
orbital gap = 8.1516 eV
energy relative to the best compared isomer or geometry (same formula, charge and spin) = 856.7 kJ/mol
charge = 0

Element x y z (Å)
C  6.54605  -14.82660  -2.28775
Cl  6.33463  -13.11351  -2.64425
Cl  8.26845  -15.20057  -2.71190
Cl  6.19071  -15.24129  -0.58069
Cl  5.42118  -15.80012  -3.33799
N  8.31766  -12.88942  -4.64938
C  9.51327  -12.74978  -5.26204
C  10.34689  -11.96273  -4.50704
C  9.62192  -11.61946  -3.32042
C  8.32063  -12.20782  -3.48019
H  7.53038  -13.34012  -5.09338
H  9.73633  -13.29776  -6.16557
H  11.38391  -11.76530  -4.73517
H  9.92502  -11.00474  -2.48576
H  7.50486  -12.23143  -2.77284
N  2.31212  -17.92959  -5.70739
C  3.25762  -17.50191  -4.77721
C  3.76547  -16.27730  -5.10267
C  3.24946  -15.96588  -6.29158
C  2.25217  -16.90700  -6.59700
H  1.76266  -18.77702  -5.70124
H  3.38395  -18.13716  -3.91298
H  4.52243  -15.73567  -4.55489
H  3.70282  -15.26750  -6.97943
H  1.62471  -16.99561  -7.47155
N  4.61080  -17.53436  2.21758
C  5.44051  -17.45407  1.12619
C  6.10376  -16.24912  1.22317
C  5.72271  -15.60847  2.42321
C  4.83039  -16.40084  2.98687
H  3.97835  -18.29815  2.40925
H  5.51416  -18.30152  0.46075
H  6.86126  -15.97392  0.50424
H  5.91808  -14.63126  2.83949
H  4.36560  -16.41752  3.96160

Atoms 1-2, force components in eV/Å:
-0.23 0.04 -0.69
-7.77 -4.69 1.74

Atom charges from the Mulliken analysis, given in e for atoms 1 to 2: atom 1 (C): 0.27, atom 2 (Cl): -0.20

=====

No. 3
DFT (ωB97M-V/def2-TZVPD) results for a cluster of 2 separate species, C13H15ClFNO5 in total.

Summary:
energy = -40683.481 eV
LUMO energy = -0.802 eV
F_max = 0.1893 Eh/bohr
orbital gap = 9.4082 eV
energy relative to the best compared isomer or geometry (same formula, charge and spin) = 242.8 kJ/mol
structure (SMILES) = CC[C@H](Cl)COC(=O)CC(=O)F.O=[N+]([O-])c1ccccc1
charge = 0

Element x y z (Å)
C  -0.57105  -1.60813  -3.59292
C  -0.10562  -1.17310  -2.08004
C  -0.19233  -2.50465  -1.09009
Cl  -1.57775  -3.67570  -1.55439
C  -0.55687  -1.95197  0.42354
O  0.57875  -1.27695  1.09713
C  1.12487  -2.22049  2.09999
O  0.92650  -2.09357  3.44065
C  2.09761  -3.51431  1.67872
C  3.65486  -2.91835  1.81436
O  4.06180  -2.15094  0.79410
F  4.43832  -3.22718  3.03825
H  -0.06071  -0.86340  -4.33825
H  -1.73582  -1.48702  -3.72272
H  -0.16969  -2.68714  -3.81388
H  1.03267  -0.81304  -2.07913
H  -0.79986  -0.31608  -1.67099
H  0.84944  -3.03309  -1.17093
H  -1.44342  -1.15433  0.41386
H  -0.90863  -2.81745  1.15522
H  1.89312  -3.86913  0.56880
H  1.92540  -4.44311  2.40750
O  -3.20709  4.28998  -1.67545
N  -2.12727  3.68211  -1.62874
O  -1.59340  3.12496  -2.59859
C  -1.43674  3.61361  -0.33532
C  -2.02275  4.19762  0.79618
C  -1.37280  4.10821  2.02865
C  -0.14811  3.44598  2.12731
C  0.43825  2.87438  0.99680
C  -0.20363  2.95487  -0.24061
H  -2.97665  4.71703  0.73590
H  -1.82273  4.55245  2.91395
H  0.35216  3.37397  3.09155
H  1.39433  2.36250  1.08123
H  0.26486  2.50145  -1.11163

Atoms 1-2, force components in eV/Å:
0.62 0.93 0.08
-0.12 -0.83 -0.33

Atom charges from the Mulliken analysis, given in e for atoms 1 to 2: atom 1 (C): -1.05, atom 2 (C): -0.19

=====

No. 4
DFT (ωB97M-V/def2-TZVPD) results for a cluster of 2 separate species, C13H15ClN3O2PS in total.

Summary:
energy = -54937.734 eV
LUMO energy = -0.759 eV
F_max = 0.0362 Eh/bohr
orbital gap = 7.9694 eV
structure (SMILES) = CC[C@@H](Cl)c1cc2nccnc2cc1P(O)(O)=S.CC#N
charge = 0

Element x y z (Å)
C  -1.42790  -4.22899  -1.22770
C  -1.75373  -2.83950  -1.75413
C  -2.12579  -1.75332  -0.71669
Cl  -3.16137  -2.36479  0.57783
C  -0.92967  -0.91072  -0.30388
C  -0.61216  0.06382  -1.21934
C  0.49881  0.91458  -1.09770
N  0.74703  1.83635  -2.07661
C  1.81093  2.56252  -1.89153
C  2.63550  2.43175  -0.75276
N  2.43614  1.57164  0.20301
C  1.33578  0.78076  0.00773
C  1.01975  -0.20101  0.96512
C  -0.07382  -1.02227  0.84777
P  -0.30369  -2.13862  2.26042
O  1.19145  -2.24880  2.89763
O  -0.60844  -3.63502  1.76116
S  -1.48565  -1.42931  3.59558
H  -2.14529  -4.60030  -0.51019
H  -1.36847  -4.90645  -2.07570
H  -0.43429  -4.23654  -0.78925
H  -0.96008  -2.46980  -2.39456
H  -2.63021  -2.93120  -2.39492
H  -2.76175  -1.07338  -1.26688
H  -1.22829  0.19438  -2.09586
H  2.06026  3.29713  -2.64271
H  3.48489  3.09525  -0.66244
H  1.66371  -0.29061  1.82272
H  1.66790  -3.00594  2.53343
H  -0.07356  -4.26256  2.26167
C  0.25930  5.32946  1.19357
C  1.25348  6.25595  0.67705
N  2.04163  6.98363  0.27134
H  0.28656  4.38752  0.64661
H  0.43727  5.10712  2.24440
H  -0.74623  5.73728  1.10581

Atoms 1-2, force components in eV/Å:
0.80 0.24 -0.42
-0.89 -0.42 0.29

Atom charges from the Mulliken analysis, given in e for atoms 1 to 2: atom 1 (C): -1.21, atom 2 (C): -0.52